Entry 1:
DFT (ωB97M-V/def2-TZVPD) results for C19H22CaN6SbSe as an isolated structure.

Structure (XYZ):
```
50
C19H22CaN6SbSe, DFT ωB97M-V/def2-TZVPD
Ca -0.5431 -0.3576 -0.3137
C 1.9165 -2.8908 -0.7377
C 2.6089 -1.7367 -0.0780
C 3.9608 -1.7838 0.2374
C 4.5404 -0.7072 0.8784
C 3.7508 0.3898 1.1930
C 2.4087 0.3815 0.8464
N 1.8523 -0.6694 0.2124
Sb 1.2343 2.1278 1.3722
C -0.2978 0.9909 2.4327
C -0.7029 1.5813 3.6194
C -1.6648 0.9471 4.3900
C -2.1898 -0.2560 3.9595
C -1.7390 -0.7990 2.7659
C -2.2987 -2.0746 2.2147
N -0.8055 -0.1827 2.0269
C 0.5796 2.4907 -0.6774
C 0.6348 3.8226 -1.0546
C 0.2628 4.1708 -2.3439
C -0.1485 3.1830 -3.2174
C -0.1788 1.8670 -2.7809
C -0.6623 0.7555 -3.6621
N 0.1864 1.5360 -1.5346
H 2.6209 -3.6632 -1.0391
H 1.2080 -3.3466 -0.0397
H 1.3627 -2.5819 -1.6259
H 4.5396 -2.6601 -0.0190
H 5.5915 -0.7208 1.1351
H 4.1766 1.2444 1.7022
H -0.2882 2.5305 3.9308
H -2.0055 1.3934 5.3150
H -2.9471 -0.7725 4.5328
H -3.0788 -1.8380 1.4848
H -1.5188 -2.6582 1.7206
H -2.7390 -2.6919 2.9949
H 0.9472 4.5811 -0.3495
H 0.2886 5.2054 -2.6597
H -0.4517 3.4213 -4.2275
H -0.5390 0.9947 -4.7164
H -0.1147 -0.1690 -3.4630
H -1.7287 0.5924 -3.4758
Se -3.2307 0.6649 -0.5753
C -2.4920 2.1063 0.3077
N -1.9663 2.9743 0.8654
N -1.1240 -3.3537 -2.0965
N -1.8357 -2.1847 -1.6408
H -1.6964 -3.8887 -2.7426
H -0.9539 -3.9446 -1.2923
H -2.7697 -2.4214 -1.3128
H -1.9604 -1.5995 -2.4622
```

Properties
Gap between HOMO and LUMO: 7.96 eV
Electronic energy: -119320.1139 eV
Max |F|: 0.012 hartree/bohr
Total charge: +1
HOMO level: -0.3938 Ha

Atom charges from the Mulliken analysis, given in e for atoms 1 to 8: number 1, Ca, carries 1.360; number 2, C, carries -1.146; number 3, C, carries 0.568; number 4, C, carries -0.779; number 5, C, carries -0.456; number 6, C, carries -0.860; number 7, C, carries -0.074; number 8, N, carries 0.302


Entry 2:
DFT (ωB97M-V/def2-TZVPD) results for C14H20MoO6S6 as an isolated structure.

Structure (XYZ):
```
47
C14H20MoO6S6, DFT ωB97M-V/def2-TZVPD
Mo 0.1879 0.0112 -0.1237
C -0.4651 -2.6837 1.9319
C -1.8830 -2.5365 1.4464
S -1.8488 -1.5490 -0.0856
C -3.3787 -0.5822 -0.1888
C -3.2318 0.2668 -1.4390
S -1.6320 1.1411 -1.5833
C -1.8731 2.7196 -0.7073
C -2.2391 2.5803 0.7471
S -0.9425 1.5859 1.5561
C -1.6964 0.6299 2.8996
C -0.5740 -0.2240 3.4605
S 0.4120 -1.1107 2.2014
H 0.1642 -3.2420 1.2348
H -0.4191 -3.2148 2.8891
H -2.5492 -2.0775 2.1750
H -2.2939 -3.5117 1.1680
H -3.5524 -0.0158 0.7208
H -4.1879 -1.3091 -0.3140
H -4.0156 1.0260 -1.5120
H -3.2851 -0.3444 -2.3423
H -2.6471 3.2538 -1.2692
H -0.9419 3.2707 -0.8571
H -3.2161 2.1286 0.9107
H -2.2223 3.5570 1.2400
H -2.5575 0.0681 2.5516
H -2.0273 1.3622 3.6433
H -0.9439 -0.9778 4.1614
H 0.1592 0.3846 3.9937
O 1.7653 -2.9201 -2.1800
S 1.6755 -1.6106 -1.7004
O 1.6020 -1.3748 -0.1397
O 0.2842 -0.9709 -1.8926
C 3.0190 -0.5840 -2.1318
C 3.8829 -1.1420 -3.0524
C 5.1362 -0.5451 -3.2919
C 5.5309 0.5554 -2.5729
C 4.6572 1.1513 -1.6420
C 3.4181 0.5911 -1.4059
S 2.3335 1.6191 -0.5027
O 2.7893 2.9272 -0.3172
O 0.9784 1.3922 -1.2907
O 1.7352 0.9798 0.7664
H 3.6198 -2.0588 -3.5674
H 5.7951 -0.9837 -4.0311
H 6.5076 0.9951 -2.7333
H 4.9507 2.0680 -1.1436
```

Properties
Gap between HOMO and LUMO: 5.49 eV
Electronic energy: -93948.5435 eV
Max |F|: 0.011 hartree/bohr
Total charge: +4
HOMO level: -0.8133 Ha

Atom charges from the Mulliken analysis, given in e for atoms 1 to 8: number 1, Mo, carries 0.651; number 2, C, carries -0.789; number 3, C, carries -0.800; number 4, S, carries 0.386; number 5, C, carries -0.617; number 6, C, carries -0.939; number 7, S, carries 0.302; number 8, C, carries -0.792